Run a
C32H58Ge3N4O2S3Si3Y as an isolated structure, computed with ωB97M-V/def2-TZVPD.

```
106
Properties=species:S:1:pos:R:3
Y -0.554 0.294 -0.594
S -4.704 2.570 1.106
C -3.566 1.436 0.648
S -2.163 1.191 1.758
S -3.513 0.544 -0.777
C 1.813 2.265 3.755
C 1.158 2.078 2.375
Ge 0.984 0.192 1.726
C 2.782 -0.676 1.716
C 3.760 -0.369 2.862
C 0.247 -0.822 3.276
C -0.967 -1.279 3.614
Ge -2.519 -0.989 2.447
C -4.334 -0.770 3.122
C -4.935 -1.861 4.020
C -2.415 -2.262 0.974
C -2.671 -3.724 1.374
C -1.149 -2.166 4.809
C -2.072 -3.213 4.800
C -2.178 -4.098 5.867
C -1.362 -3.942 6.979
C -0.454 -2.889 7.016
C -0.353 -2.010 5.946
H 1.767 3.314 4.070
H 2.863 1.969 3.754
H 1.301 1.669 4.519
H 1.704 2.645 1.610
H 0.149 2.494 2.396
H 3.258 -0.474 0.754
H 2.550 -1.747 1.727
H 4.185 0.634 2.776
H 4.597 -1.076 2.866
H 3.277 -0.437 3.844
H 1.059 -1.155 3.933
H -4.927 -0.665 2.209
H -4.350 0.199 3.620
H -4.933 -2.842 3.535
H -5.976 -1.617 4.254
H -4.394 -1.955 4.963
H -1.412 -2.193 0.547
H -3.124 -1.952 0.216
H -1.919 -4.099 2.071
H -2.641 -4.360 0.485
H -3.657 -3.849 1.832
H -2.710 -3.355 3.935
H -2.894 -4.912 5.827
H -1.436 -4.628 7.816
H 0.181 -2.753 7.886
H 0.342 -1.179 6.000
N -1.141 -1.409 -1.976
C -1.962 -1.856 -2.667
C -2.926 -2.400 -3.485
C -2.727 -3.711 -4.036
N -2.564 -4.766 -4.473
C -4.081 -1.623 -3.828
N -5.011 -0.998 -4.106
N -3.563 4.758 -0.881
C -2.884 3.809 -1.807
C -1.609 3.380 -1.088
O -1.255 4.103 -0.152
O -1.041 2.323 -1.507
H -4.006 5.550 -1.326
H -2.782 5.023 -0.251
H -4.225 4.231 -0.308
H -2.606 4.312 -2.732
H -3.511 2.947 -2.021
C 4.351 1.889 -0.092
Si 3.240 2.306 -1.524
C 2.275 3.848 -1.098
C 4.324 2.611 -3.019
Ge 1.731 0.547 -2.147
Si 0.714 1.368 -4.194
C -0.995 0.714 -4.547
C 1.877 0.849 -5.563
C 0.640 3.235 -4.199
Si 2.669 -1.623 -2.640
C 1.474 -2.548 -3.730
C 3.028 -2.686 -1.160
C 4.269 -1.337 -3.560
H 5.065 2.710 0.054
H 4.919 0.966 -0.264
H 3.776 1.766 0.831
H 2.795 4.422 -0.322
H 1.274 3.616 -0.722
H 2.159 4.490 -1.978
H 5.107 3.339 -2.766
H 3.749 3.006 -3.865
H 4.813 1.685 -3.348
H -0.980 -0.364 -4.745
H -1.414 1.212 -5.431
H -1.673 0.896 -3.706
H 1.778 -0.216 -5.801
H 2.922 1.040 -5.290
H 1.651 1.428 -6.468
H 0.238 3.617 -3.255
H -0.010 3.571 -5.018
H 1.631 3.679 -4.349
H 0.676 -2.995 -3.133
H 1.995 -3.355 -4.260
H 1.005 -1.898 -4.478
H 2.161 -2.766 -0.496
H 3.870 -2.305 -0.574
H 3.282 -3.695 -1.513
H 4.108 -0.791 -4.497
H 4.716 -2.310 -3.801
H 4.987 -0.771 -2.952
```

2S+1: 2
Gap between HOMO and LUMO (alpha / beta) in hartree: 0.2649 / 0.1906
Total charge: 0


Run b
C32H58Ge3N4O2S3Si3Y as an isolated structure, computed with ωB97M-V/def2-TZVPD.

```
106
Properties=species:S:1:pos:R:3
Y -0.801 0.927 0.187
S -0.983 -1.082 -3.876
C -0.458 -0.062 -2.720
S 0.760 -0.689 -1.514
S -0.965 1.556 -2.448
C -4.607 -0.065 -2.041
C -4.703 1.122 -1.087
Ge -3.709 0.892 0.612
C -4.072 2.594 1.602
C -3.507 2.657 3.018
C -4.582 -0.536 1.629
C -3.946 -1.714 1.664
Ge -2.260 -1.688 0.639
C -2.376 -2.957 -0.877
C -3.092 -4.266 -0.531
C -0.662 -2.208 1.761
C -0.234 -3.666 1.587
C -4.509 -2.934 2.291
C -5.850 -3.270 2.102
C -6.381 -4.420 2.669
C -5.579 -5.255 3.433
C -4.241 -4.934 3.623
C -3.710 -3.789 3.050
H -5.228 0.079 -2.928
H -4.932 -0.990 -1.557
H -3.580 -0.208 -2.386
H -5.746 1.313 -0.812
H -4.331 2.029 -1.571
H -5.165 2.669 1.627
H -3.713 3.427 0.994
H -3.848 1.810 3.618
H -3.809 3.572 3.534
H -2.416 2.619 3.017
H -5.546 -0.425 2.130
H -1.360 -3.145 -1.232
H -2.892 -2.450 -1.690
H -2.582 -4.810 0.267
H -3.146 -4.927 -1.399
H -4.113 -4.083 -0.192
H -0.919 -1.993 2.802
H 0.191 -1.561 1.520
H -1.019 -4.346 1.922
H 0.671 -3.893 2.157
H -0.030 -3.898 0.540
H -6.469 -2.626 1.490
H -7.423 -4.669 2.508
H -5.991 -6.155 3.872
H -3.609 -5.583 4.216
H -2.664 -3.546 3.197
N -0.804 3.354 0.464
C -0.395 4.200 1.130
C 0.243 5.109 1.993
C 0.842 4.476 3.054
N 1.259 3.871 3.957
C 0.489 6.464 1.651
N 0.692 7.563 1.377
N 2.503 1.657 3.838
C 1.322 0.773 3.869
C 0.522 0.946 2.592
O 1.168 1.150 1.518
O -0.721 0.841 2.609
H 3.173 1.406 4.557
H 1.975 2.923 3.999
H 2.956 1.576 2.929
H 0.691 1.013 4.721
H 1.606 -0.281 3.929
C 3.391 -2.629 -0.580
Si 4.128 -0.909 -0.644
C 4.292 -0.291 1.124
C 5.835 -0.969 -1.418
Ge 2.695 0.508 -1.958
Si 2.935 2.869 -1.510
C 1.616 3.970 -2.235
C 4.554 3.216 -2.403
C 3.182 3.330 0.292
Si 2.987 0.055 -4.306
C 1.828 1.127 -5.307
C 2.697 -1.773 -4.564
C 4.745 0.453 -4.837
H 4.099 -3.329 -0.128
H 3.127 -3.001 -1.572
H 2.479 -2.636 0.024
H 4.824 -1.032 1.727
H 3.297 -0.139 1.548
H 4.846 0.651 1.174
H 6.511 -1.530 -0.767
H 6.257 0.029 -1.560
H 5.816 -1.469 -2.390
H 1.439 3.752 -3.290
H 1.939 5.012 -2.148
H 0.666 3.858 -1.713
H 4.403 3.237 -3.483
H 5.329 2.476 -2.184
H 4.934 4.197 -2.103
H 2.281 3.140 0.874
H 3.420 4.397 0.349
H 4.008 2.773 0.743
H 0.787 1.043 -4.991
H 1.884 0.845 -6.363
H 2.126 2.176 -5.227
H 1.709 -2.079 -4.214
H 3.453 -2.355 -4.029
H 2.773 -2.023 -5.626
H 4.986 1.509 -4.727
H 4.848 0.199 -5.896
H 5.489 -0.124 -4.283
```

2S+1: 2
Gap between HOMO and LUMO (alpha / beta) in hartree: 0.2169 / 0.2597
Total charge: 0


run b has the most favorable energy; the next structure is 1.129 eV above.


Run a
One molecule with the formula C2H5OP, computed with ωB97M-V/def2-TZVPD.

```
9
Properties=species:S:1:pos:R:3
C 1.880 -0.018 0.157
C 0.648 -0.516 0.116
O -0.645 0.419 0.176
P -2.082 -0.206 0.039
H 2.761 -0.576 -0.039
H 2.083 1.030 -0.146
H 0.191 -1.431 0.443
H -2.367 0.374 -1.406
H -2.752 0.735 0.728
```

Structure (SMILES): C=COP
Gap between HOMO and LUMO in hartree: 0.3660
Total charge: 0


Run b
One molecule with the formula C2H5OP, computed with ωB97M-V/def2-TZVPD.

```
9
Properties=species:S:1:pos:R:3
C -0.542 0.175 -0.533
C 0.698 0.006 0.413
P 2.556 -0.022 -0.260
O 3.314 -0.597 0.829
H -1.523 0.249 -0.207
H -0.342 1.191 -1.080
H -0.467 -0.575 -1.222
H 0.610 0.862 1.124
H 0.738 -0.993 0.772
```

Structure (SMILES): CCP=O
Gap between HOMO and LUMO in hartree: 0.3116
Total charge: 0


Run c
A 2-piece molecular cluster, C2H5OP overall, computed with ωB97M-V/def2-TZVPD.

```
9
Properties=species:S:1:pos:R:3
C -2.354 -0.115 1.481
O -1.750 -0.133 0.464
H -3.432 -0.381 1.464
H -1.735 0.064 2.396
C 2.279 -0.103 -1.223
P 1.343 0.781 -0.172
H 3.244 -0.464 -0.852
H 2.083 -0.533 -2.247
H 0.321 0.884 -1.309
```

Structure (SMILES): C=O.C=P
Gap between HOMO and LUMO in hartree: 0.3723
Total charge: 0


run b has the most favorable energy; the next structure is 1.552 eV above.


Run a
One molecule with the formula C8H10NP, computed with ωB97M-V/def2-TZVPD.

```
20
Properties=species:S:1:pos:R:3
C -1.773 1.534 -0.895
C -1.440 0.257 -0.091
N -1.755 -0.942 -0.852
P -0.765 -2.320 -0.596
C 0.541 -1.233 0.068
C 1.868 -1.495 0.425
C 2.612 -0.467 1.056
C 2.076 0.757 1.228
C 0.744 1.108 0.861
C -0.011 0.021 0.283
H -2.552 1.224 -1.664
H -0.866 2.076 -1.433
H -2.327 2.268 -0.217
H -2.162 0.295 0.822
H -2.691 -1.118 -1.166
H -0.128 -2.475 -1.958
H 2.172 -2.497 0.299
H 3.517 -0.743 1.433
H 2.533 1.674 1.546
H 0.407 2.077 0.851
```

Structure (SMILES): C[C@H]1NPc2ccccc21
Gap between HOMO and LUMO in hartree: 0.3257
Total charge: 0


Run b
C8H10NP as an isolated structure, computed with ωB97M-V/def2-TZVPD.

```
20
Properties=species:S:1:pos:R:3
C -0.279 -2.575 -1.553
C -1.581 -2.227 -1.643
C 0.690 -1.699 -1.155
C -1.992 -0.996 -1.082
C 0.335 -0.479 -0.591
C -1.017 -0.131 -0.637
C 1.242 0.469 0.016
C 0.515 2.212 2.125
N 0.142 1.949 0.703
P -1.430 1.511 0.142
H 0.037 -3.534 -2.012
H -2.373 -2.940 -1.926
H 1.793 -1.927 -1.493
H -3.042 -0.692 -1.213
H 1.821 0.034 0.803
H 1.685 1.176 -0.599
H -0.193 2.902 2.568
H 0.545 1.466 2.907
H 1.317 2.806 2.322
H -1.523 2.334 -0.959
```

Gap between HOMO and LUMO in hartree: 0.3233
Total charge: 0


run a has the most favorable energy; the next structure is 1.975 eV above.


Run a
A 14-piece molecular cluster, C4H39N2O13 overall, computed with ωB97M-V/def2-TZVPD.

```
58
Properties=species:S:1:pos:R:3
N 0.385 1.155 -0.751
C -0.519 -0.067 -0.357
C -1.014 -0.042 0.966
C 0.464 -1.282 -0.747
N -0.375 -2.404 -1.158
C 0.110 -3.698 -1.479
H 1.203 1.064 -0.469
H 0.350 1.211 -1.864
H 0.108 2.031 -0.219
H -1.387 0.028 -1.127
H -1.140 -1.071 1.343
H -1.860 0.660 1.023
H -0.335 0.198 1.697
H 1.184 -1.056 -1.586
H 1.268 -1.525 0.023
H -1.137 -2.368 -0.506
H 1.003 -3.584 -2.197
H 0.516 -4.332 -0.568
H -0.699 -4.281 -2.019
H -4.618 1.156 -0.711
H -3.280 1.438 -1.141
O -3.749 1.087 -0.400
H -1.715 2.033 -3.261
H -2.495 0.789 -3.142
O -2.012 1.444 -2.613
H 0.696 2.672 -3.292
H 1.010 3.268 -4.459
O 0.276 3.312 -3.761
H 2.487 0.080 2.556
H 3.863 -0.589 2.047
O 2.979 -0.336 1.800
H -1.521 0.458 3.804
H -1.589 -0.206 5.153
O -1.044 0.329 4.622
H 3.661 0.088 -1.479
H 4.752 0.555 -0.313
O 4.122 0.854 -1.011
H -3.305 -3.597 0.944
H -2.565 -4.676 0.277
O -2.435 -3.929 0.732
H 0.048 4.419 0.102
H 0.757 4.241 1.425
O 0.834 3.972 0.426
H 0.580 0.680 -3.568
H 2.174 1.055 -3.741
O 1.397 1.046 -3.160
H 1.445 3.140 5.060
H 0.000 2.974 5.065
O 0.660 3.141 4.373
H -1.034 -0.993 -3.094
H -0.377 -1.466 -4.504
O -0.575 -0.636 -4.026
H 0.873 -0.694 3.909
H 0.593 0.635 3.915
O 1.312 0.004 3.794
H 0.667 -2.864 2.531
H -0.777 -3.062 2.318
O -0.224 -2.463 2.817
```

Gap between HOMO and LUMO in hartree: 0.3408
Total charge: +1


Run b
A 14-piece molecular cluster, C4H39N2O13 overall, computed with ωB97M-V/def2-TZVPD.

```
58
Properties=species:S:1:pos:R:3
C -0.047 2.903 -0.499
C -0.110 1.680 0.403
C -1.257 1.833 1.411
C -1.946 0.540 1.841
N -0.973 -0.519 2.248
N -0.221 0.435 -0.366
H 0.086 3.856 0.032
H 0.799 2.850 -1.187
H -0.952 3.002 -1.102
H 0.833 1.602 0.957
H -0.869 2.361 2.285
H -2.029 2.471 0.968
H -2.566 0.135 1.043
H -2.594 0.746 2.697
H -1.463 -1.398 2.430
H -0.302 -0.644 1.483
H -0.403 -0.202 3.049
H -1.125 0.352 -0.813
H 0.469 0.428 -1.106
H 2.067 -1.127 0.257
H 3.560 -1.057 0.714
O 2.771 -0.514 0.571
H -0.806 -1.302 -3.353
H -0.183 0.104 -3.658
O -1.018 -0.421 -3.732
H 0.811 1.366 4.770
H 1.382 1.335 3.343
O 0.568 1.144 3.869
H 2.684 0.752 1.720
H 3.588 1.461 2.781
O 2.745 1.540 2.314
H -3.275 -2.674 0.294
H -3.614 -3.619 1.476
O -3.282 -2.739 1.277
H 2.857 4.132 0.250
H 2.994 2.778 1.047
O 3.328 3.288 0.279
H 2.124 0.941 -2.681
H 1.646 1.219 -4.183
O 1.439 0.726 -3.373
H 0.789 -3.571 2.672
H 0.683 -2.913 1.264
O 0.458 -2.786 2.216
H 3.402 2.087 -1.019
H 3.083 0.570 -0.840
O 3.289 1.247 -1.517
H -0.671 -3.596 -2.981
H -1.617 -2.828 -1.994
O -0.715 -2.835 -2.401
H -3.846 0.486 -2.622
H -2.355 -0.047 -2.854
O -3.122 0.034 -2.206
H -4.051 -2.873 -1.824
H -3.328 -1.548 -1.740
O -3.260 -2.505 -1.427
H 1.880 -3.276 -0.911
H 0.464 -2.652 -1.108
O 1.207 -2.759 -0.464
```

Gap between HOMO and LUMO in hartree: 0.3732
Total charge: +1


run b has the most favorable energy; the next structure is 7.528 eV above.


Run a
One molecule with the formula CH2ClNOS, computed with ωB97M-V/def2-TZVPD.

```
7
Properties=species:S:1:pos:R:3
O -2.214 -1.642 0.659
C -2.200 -0.559 0.192
Cl -3.393 0.443 -0.265
N -0.770 -0.014 -0.657
S 0.424 -1.136 -0.551
H -0.510 0.912 -0.403
H -0.432 -2.089 -0.061
```

Structure (SMILES): O=C(Cl)NS
Gap between HOMO and LUMO in hartree: 0.3032
Total charge: 0


Run b
One molecule with the formula CH2ClNOS, computed with ωB97M-V/def2-TZVPD.

```
7
Properties=species:S:1:pos:R:3
C -0.399 0.317 0.023
N -1.606 -0.517 0.105
O -3.991 -0.812 0.111
S -2.976 0.161 -0.122
Cl -0.474 2.097 0.036
H 0.270 0.028 -0.823
H 0.421 0.157 0.886
```

Gap between HOMO and LUMO in hartree: 0.3547
Total charge: 0


run b has the most favorable energy; the next structure is 0.306 eV above.


Run a
A 2-piece molecular cluster, CH7N2O overall, computed with ωB97M-V/def2-TZVPD.

```
11
Properties=species:S:1:pos:R:3
C -0.766 -0.171 -0.694
N 0.234 0.501 1.553
N 0.095 -1.088 -1.010
O -0.676 1.070 -1.119
H -1.681 -0.455 -0.061
H 0.748 1.235 0.950
H 0.788 -0.346 1.546
H 0.292 0.874 2.509
H 0.865 -0.941 -1.688
H -0.009 -1.958 -0.392
H 0.111 1.278 -1.595
```

Gap between HOMO and LUMO in hartree: 0.3921
Total charge: +1


Run b
A 2-piece molecular cluster, CH7N2O overall, computed with ωB97M-V/def2-TZVPD.

```
11
Properties=species:S:1:pos:R:3
N 2.277 1.138 -0.354
H 1.452 1.743 -0.278
H 2.027 0.303 0.189
H 2.316 0.895 -1.339
H 3.176 1.527 -0.070
C -0.973 -0.392 0.556
N -2.025 -0.933 -0.069
O 0.078 -0.128 -0.036
H -1.063 -0.132 1.613
H -2.819 -1.298 0.446
H -1.887 -1.400 -0.952
```

Gap between HOMO and LUMO in hartree: 0.4012
Total charge: +1


run b has the most favorable energy; the next structure is 1.440 eV above.


Run a
A 3-piece molecular cluster, C3H12O2S2 overall, computed with ωB97M-V/def2-TZVPD.

```
19
Properties=species:S:1:pos:R:3
C -1.950 1.762 0.389
C -0.498 1.316 0.069
C 0.169 0.728 1.302
S 1.510 -0.595 0.919
S 2.444 -2.576 0.791
H -2.596 1.202 -0.290
H -2.174 1.565 1.427
H -2.130 2.821 0.132
H 0.118 2.087 -0.447
H -0.700 0.602 -0.745
H -0.474 0.218 2.053
H 0.927 1.427 1.765
H 1.664 -2.883 -0.271
O 4.206 1.305 -0.890
H 3.591 0.588 -0.651
H 3.996 1.432 -1.841
O -2.845 -3.466 -0.966
H -1.924 -3.750 -1.013
H -3.335 -3.782 -1.734
```

Structure (SMILES): CCCSS.O.O
Gap between HOMO and LUMO in hartree: 0.2626
Total charge: 0


Run b
A 3-piece molecular cluster, C3H12O2S2 overall, computed with ωB97M-V/def2-TZVPD.

```
19
Properties=species:S:1:pos:R:3
C -0.967 1.764 -1.497
C -0.963 1.346 -0.086
C 0.267 0.436 0.390
S -0.301 -0.575 1.911
S 0.324 -2.429 0.940
H -0.104 1.201 -1.920
H -0.863 2.837 -1.527
H -1.804 1.552 -2.089
H -0.957 2.164 0.630
H -1.757 0.639 0.040
H 0.550 -0.150 -0.615
H 0.957 1.208 0.712
H 0.445 -3.048 1.975
O 5.235 -0.051 -5.181
H 5.625 0.488 -4.538
H 4.285 -0.042 -4.856
O -3.798 2.002 1.421
H -3.984 1.448 2.227
H -4.280 2.896 1.580
```

Structure (SMILES): CCCSS.O.O
Gap between HOMO and LUMO in hartree: 0.3109
Total charge: 0


run b has the most favorable energy; the next structure is 0.646 eV above.